## 1
{"formula": "H10O5", "method": "the ωB97M-V functional and the def2-TZVPD basis", "symbols": ["O", "H", "H", "O", "H", "H", "O", "H", "H", "O", "H", "H", "O", "H", "H"], "coordinates": [[-1.2182, 1.3586, -1.1229], [-1.2437, 2.1532, -1.7990], [-0.6105, 0.6964, -1.4602], [0.2554, -0.7894, 1.5957], [-0.5903, -0.9520, 2.0226], [-0.0609, -0.4280, 0.6718], [-2.1228, -2.3983, -0.3049], [-2.7470, -2.8413, 0.2202], [-1.9534, -2.9611, -1.1389], [-0.6310, 2.4591, 0.6784], [-0.4066, 3.2882, 0.9845], [0.2917, 2.1141, 0.7069], [3.9484, -0.6251, -0.5709], [3.1312, -0.2229, -0.8842], [3.9576, -0.8517, 0.4010]]}

=====

## 2
{"formula": "H10O5", "method": "the ωB97M-V functional and the def2-TZVPD basis", "symbols": ["O", "H", "H", "O", "H", "H", "O", "H", "H", "O", "H", "H", "O", "H", "H"], "coordinates": [[0.5436, -4.5955, -1.1384], [0.2058, -5.4633, -0.8792], [0.6111, -4.1025, -0.3142], [0.2204, 1.0572, 3.2335], [-0.1459, 0.5527, 3.9758], [0.8394, 0.4184, 2.8402], [-3.8393, 4.6540, 1.7484], [-3.1953, 4.9311, 1.0861], [-3.7980, 5.3735, 2.3914], [3.5042, -1.0965, 0.6405], [3.7177, -0.7989, -0.2500], [4.2140, -0.7345, 1.1821], [-0.5825, 0.0181, -4.7649], [-1.1373, 0.3793, -5.4629], [-1.1580, -0.5931, -4.2885]]}

=====

2 is preferred energetically. Next in line: 1.366 eV higher.

=====

## 1
{"formula": "H10O5", "method": "the ωB97M-V functional and the def2-TZVPD basis", "symbols": ["O", "H", "H", "O", "H", "H", "O", "H", "H", "O", "H", "H", "O", "H", "H"], "coordinates": [[-1.2656, 1.7460, 1.6776], [-1.0664, 2.6873, 1.6623], [-0.4855, 1.3185, 1.2796], [-0.5576, -1.2245, -2.8070], [0.0586, -1.8247, -3.2462], [-0.7917, -0.5777, -3.4823], [2.4536, 2.0371, 2.5178], [1.8849, 1.3622, 2.9084], [3.2850, 1.5848, 2.3394], [-1.9789, -2.6457, -0.9886], [-2.5293, -1.9377, -0.6399], [-1.3217, -2.1940, -1.5594], [0.5041, 0.0392, 0.3579], [0.3488, -0.4071, -0.4833], [1.4618, 0.0362, 0.4637]]}

=====

## 2
{"formula": "H10O5", "method": "the ωB97M-V functional and the def2-TZVPD basis", "symbols": ["O", "H", "H", "O", "H", "H", "O", "H", "H", "O", "H", "H", "O", "H", "H"], "coordinates": [[0.1958, -0.5872, -1.2812], [1.0351, -0.4921, -0.8670], [0.1044, -1.5019, -1.4643], [-1.9469, 0.8704, -2.0978], [-2.4453, 0.5321, -1.4381], [-1.1608, 0.6845, -1.6723], [2.3923, 0.4225, -0.0780], [2.6834, 0.9874, 0.5781], [2.3973, -0.3154, 0.5081], [-0.2323, 1.2396, 0.9667], [-0.1244, 1.1590, 1.9426], [0.6760, 1.2565, 0.6587], [-1.2930, -1.7387, 1.2561], [-0.5592, -1.2058, 0.9753], [-1.7224, -1.3108, 2.0131]]}

=====

1 is preferred energetically. Next in line: 0.835 eV higher.

=====

## 1
{"formula": "H10O5", "method": "the ωB97M-V functional and the def2-TZVPD basis", "symbols": ["O", "H", "H", "O", "H", "H", "O", "H", "H", "O", "H", "H", "O", "H", "H"], "coordinates": [[18.1952, -15.6832, 19.7843], [17.4238, -15.4413, 20.2968], [18.5045, -16.4956, 20.1851], [14.0275, -15.5793, 19.9172], [14.9330, -15.3314, 19.7306], [14.0521, -16.5326, 20.0008], [16.8637, -15.0097, 21.1553], [17.2163, -14.4834, 21.8729], [16.2664, -15.6253, 21.5801], [15.9623, -15.1098, 19.1985], [16.6410, -15.6892, 18.8522], [16.3428, -14.7452, 19.9975], [14.8206, -13.0348, 19.2065], [15.6481, -12.8144, 18.7789], [14.4188, -13.6855, 18.6309]]}

=====

## 2
{"formula": "H10O5", "method": "the ωB97M-V functional and the def2-TZVPD basis", "symbols": ["O", "H", "H", "O", "H", "H", "O", "H", "H", "O", "H", "H", "O", "H", "H"], "coordinates": [[1.0907, -1.2673, -0.2284], [0.3969, -1.6879, -0.6977], [1.3486, -1.8941, 0.4338], [-1.9232, 0.0942, 1.7183], [-1.9708, -0.8316, 1.7984], [-1.1320, 0.3973, 1.2813], [-0.0858, 1.1028, 0.1292], [-0.5593, 0.8307, -0.5904], [0.4433, 0.2706, 0.1934], [-1.8277, 0.2146, -2.0784], [-2.2129, -0.0386, -1.3005], [-2.3259, -0.2093, -2.7873], [2.9006, 0.8282, 1.0793], [2.5401, 1.6455, 0.7731], [3.3174, 0.5449, 0.2757]]}

=====

## 3
{"formula": "H10O5", "method": "the ωB97M-V functional and the def2-TZVPD basis", "symbols": ["O", "H", "H", "O", "H", "H", "O", "H", "H", "O", "H", "H", "O", "H", "H"], "coordinates": [[0.6250, -3.2489, -0.6144], [0.1740, -2.4539, -0.9171], [1.3841, -3.3250, -1.2020], [-2.7373, 1.0395, 0.9271], [-1.9009, 1.4955, 1.1116], [-3.3396, 1.3298, 1.6167], [1.6851, -1.2838, -2.8517], [2.2189, -0.6855, -3.3819], [1.2343, -0.7127, -2.2172], [-0.6265, 2.6974, 1.7751], [0.1052, 3.1815, 1.3796], [-0.6798, 3.0181, 2.6808], [0.4264, -0.3945, 0.2284], [0.9241, -1.0646, 0.7111], [0.5070, 0.4071, 0.7540]]}

=====

## 4
{"formula": "H10O5", "method": "the ωB97M-V functional and the def2-TZVPD basis", "symbols": ["O", "H", "H", "O", "H", "H", "O", "H", "H", "O", "H", "H", "O", "H", "H"], "coordinates": [[8.6360, 18.7030, 3.3100], [8.4330, 19.2480, 4.0620], [8.9990, 19.3180, 2.6440], [10.6280, 19.0080, 5.9420], [10.4390, 19.9570, 5.7590], [9.8200, 18.5290, 5.9170], [8.6000, 16.7730, 6.0680], [9.1750, 16.2640, 5.4470], [9.0680, 16.6520, 6.8870], [11.7870, 17.5060, 4.0610], [11.4620, 18.1480, 4.7180], [11.2970, 16.7210, 4.3260], [7.8330, 20.1340, 5.2200], [7.0880, 20.6210, 4.8570], [7.4160, 19.8100, 6.0120]]}

=====

3 is preferred energetically. Next in line: 0.242 eV higher.

=====

## 1
{"formula": "H10O5", "method": "the ωB97M-V functional and the def2-TZVPD basis", "symbols": ["O", "H", "H", "O", "H", "H", "O", "H", "H", "O", "H", "H", "O", "H", "H"], "coordinates": [[0.5180, 2.2925, -0.5938], [0.9077, 3.0374, -1.0514], [0.6738, 2.4722, 0.3334], [0.3704, -0.7218, -0.2870], [0.3039, 0.2280, -0.3854], [-0.3000, -0.9436, 0.3591], [-0.8583, -1.7520, 1.9850], [-1.1907, -1.3296, 2.7770], [-0.7922, -2.6783, 2.2167], [-1.8935, 2.8784, -1.9727], [-1.1388, 2.4639, -1.5545], [-1.5135, 3.4617, -2.6297], [1.7903, -3.1821, -0.0888], [1.8455, -3.7837, 0.6536], [1.2775, -2.4431, 0.2387]]}

=====

## 2
{"formula": "H10O5", "method": "the ωB97M-V functional and the def2-TZVPD basis", "symbols": ["O", "H", "H", "O", "H", "H", "O", "H", "H", "O", "H", "H", "O", "H", "H"], "coordinates": [[-19.8828, -4.3770, -2.2371], [-19.0177, -4.2356, -1.8527], [-20.4902, -4.2791, -1.5038], [-16.8558, -4.8909, -1.9084], [-16.2078, -4.8665, -2.6125], [-16.3811, -5.2475, -1.1576], [-21.6758, -4.5140, 0.0141], [-21.8208, -3.6376, 0.3705], [-22.4254, -5.0246, 0.3200], [-23.2823, -5.8018, -1.9972], [-22.7484, -5.0952, -1.6340], [-24.1058, -5.7542, -1.5117], [-18.3087, -5.1063, -4.5391], [-18.7288, -4.7876, -3.7402], [-17.3733, -4.9691, -4.3895]]}

=====

1 is preferred energetically. Next in line: 0.161 eV higher.

=====

## 1
{"formula": "H10O5", "method": "the ωB97M-V functional and the def2-TZVPD basis", "symbols": ["O", "H", "H", "O", "H", "H", "O", "H", "H", "O", "H", "H", "O", "H", "H"], "coordinates": [[-0.6279, 1.2776, 2.5852], [-1.0367, 1.1553, 1.7522], [-1.2161, 1.8672, 3.1185], [-0.5940, -2.2462, 0.5568], [-0.9736, -2.9109, 1.1311], [0.3170, -2.3124, 0.7909], [0.7143, -0.5552, -3.2672], [0.8914, 0.0721, -3.9250], [1.1496, -1.3220, -3.6802], [1.6520, 1.4401, 0.6732], [0.9006, 0.9882, 0.2683], [1.2481, 2.0399, 1.3322], [-0.6861, 0.4995, -0.2443], [-1.0313, 0.4033, -1.1307], [-0.7073, -0.3966, 0.0389]]}

=====

## 2
{"formula": "H10O5", "method": "the ωB97M-V functional and the def2-TZVPD basis", "symbols": ["O", "H", "H", "O", "H", "H", "O", "H", "H", "O", "H", "H", "O", "H", "H"], "coordinates": [[0.1889, -1.6149, 0.7108], [-0.2091, -2.4882, 0.7997], [-0.5509, -1.0427, 0.4777], [2.0576, -2.4353, -0.6349], [2.5442, -3.1021, -0.1372], [1.7344, -1.8282, 0.0404], [3.1353, 1.9214, 0.0105], [3.6550, 1.2977, 0.5300], [2.2220, 1.6660, 0.1824], [-4.6642, -0.0827, -0.1043], [-4.6949, -0.4300, -1.0029], [-5.2656, -0.6527, 0.3881], [-0.4245, 2.3629, -0.1491], [-1.2511, 2.5195, -0.6194], [-0.5286, 2.8496, 0.6763]]}

=====

## 3
{"formula": "H10O5", "method": "the ωB97M-V functional and the def2-TZVPD basis", "symbols": ["O", "H", "H", "O", "H", "H", "O", "H", "H", "O", "H", "H", "O", "H", "H"], "coordinates": [[6.0275, 3.0627, 4.4855], [5.8836, 3.7819, 3.8532], [6.5032, 3.5005, 5.1973], [6.5304, 5.0043, 6.7731], [5.7672, 4.4423, 7.0126], [7.2654, 4.8362, 7.3798], [3.0107, 3.3965, 4.3931], [3.9265, 3.1326, 4.1713], [3.1503, 4.2365, 4.8634], [4.1775, 3.5943, 7.1478], [4.2844, 2.9798, 6.4283], [3.2331, 3.7135, 7.2266], [5.4460, 5.6393, 3.1893], [5.4629, 5.5778, 2.2410], [4.5149, 5.8260, 3.3955]]}

=====

## 4
{"formula": "H10O5", "method": "the ωB97M-V functional and the def2-TZVPD basis", "symbols": ["O", "H", "H", "O", "H", "H", "O", "H", "H", "O", "H", "H", "O", "H", "H"], "coordinates": [[-0.3456, -1.2118, -0.4904], [-0.5768, -1.1455, -1.3683], [-1.1015, -1.7421, -0.2177], [-2.7570, -2.1213, 1.0594], [-3.4459, -2.6370, 0.8202], [-3.0678, -1.3848, 1.6262], [0.9124, 0.9724, 0.6535], [1.6923, 0.5029, 0.7739], [0.5082, 0.7669, 1.5220], [1.7882, 0.2773, -4.2098], [2.7365, 0.3137, -4.0594], [1.5741, -0.6870, -4.3918], [0.5630, 2.2647, 3.0104], [0.8370, 2.2738, 2.0981], [-0.4444, 2.2883, 3.0117]]}

=====

3 is preferred energetically. Next in line: 0.383 eV higher.

=====

## 1
{"formula": "H10O5", "method": "the ωB97M-V functional and the def2-TZVPD basis", "symbols": ["O", "H", "H", "O", "H", "H", "O", "H", "H", "O", "H", "H", "O", "H", "H"], "coordinates": [[-2.5061, -1.1665, -0.2044], [-2.0693, -0.3008, -0.6270], [-2.6537, -0.6810, 0.6023], [-1.6089, 1.4386, -0.3453], [-0.6513, 1.5493, -0.2164], [-1.9210, 2.3782, -0.1267], [0.9752, 1.3091, 0.4874], [0.8555, 1.7323, 1.3600], [0.7304, 0.3588, 0.5734], [0.3238, -1.4223, 0.5759], [1.0461, -1.3100, -0.1129], [-0.5040, -1.7053, 0.0983], [2.7433, -0.4045, -0.6610], [3.2817, -0.5701, 0.1084], [2.4673, 0.5130, -0.4804]]}

=====

## 2
{"formula": "H10O5", "method": "the ωB97M-V functional and the def2-TZVPD basis", "symbols": ["O", "H", "H", "O", "H", "H", "O", "H", "H", "O", "H", "H", "O", "H", "H"], "coordinates": [[-1.7127, 1.0471, 1.1057], [-1.9707, 0.8070, 2.0274], [-0.8202, 1.2268, 1.2307], [0.0009, -2.5470, -0.5800], [-0.0177, -2.9087, -1.5502], [0.7291, -3.0444, -0.2804], [2.8045, -0.3994, -1.8290], [3.2662, -1.2535, -1.9033], [1.8357, -0.6895, -1.7845], [-2.7277, -0.7305, 0.8829], [-3.3322, -1.4065, 0.7721], [-3.4285, -0.0340, 1.0657], [1.6108, 3.2478, 0.6017], [2.5478, 2.9410, 0.3448], [1.2149, 3.7437, -0.1035]]}

=====

1 is preferred energetically. Next in line: 2.206 eV higher.